one) Molecular formula: C16H32O
Method: DFT, ωB97M-V with the def2-TZVPD basis set

```
49
Properties=species:S:1:pos:R:3:nbo_charge:R:1
C -0.731 3.671 -2.781 -0.61
C 0.695 3.411 -3.252 -0.40
C 1.555 2.695 -2.209 -0.39
C 1.053 1.307 -1.805 -0.40
C 1.043 0.309 -2.962 -0.40
C 0.734 -1.120 -2.513 -0.39
C -0.725 -1.314 -2.105 -0.40
C -1.008 -2.723 -1.577 -0.40
C -0.443 -3.005 -0.178 -0.40
C -1.453 -2.824 0.958 -0.39
C -1.958 -1.396 1.176 -0.40
C -0.880 -0.379 1.555 -0.40
C -0.228 -0.661 2.906 -0.40
C 0.763 0.437 3.291 -0.38
C 1.410 0.157 4.647 -0.51
C 0.407 0.198 5.760 0.45
O 0.335 -0.582 6.667 -0.51
H -1.278 2.740 -2.655 0.20
H -0.728 4.201 -1.831 0.20
H -1.264 4.278 -3.510 0.21
H 0.674 2.829 -4.174 0.19
H 1.170 4.368 -3.483 0.20
H 1.606 3.318 -1.312 0.20
H 2.571 2.601 -2.602 0.20
H 1.713 0.925 -1.021 0.20
H 0.055 1.396 -1.377 0.20
H 0.305 0.612 -3.707 0.19
H 2.025 0.324 -3.442 0.20
H 1.393 -1.380 -1.682 0.19
H 0.960 -1.806 -3.333 0.20
H -0.995 -0.579 -1.348 0.19
H -1.356 -1.134 -2.979 0.20
H -0.585 -3.438 -2.286 0.20
H -2.088 -2.888 -1.560 0.20
H -0.101 -4.042 -0.141 0.21
H 0.429 -2.378 0.005 0.19
H -1.001 -3.187 1.884 0.20
H -2.319 -3.460 0.755 0.20
H -2.706 -1.420 1.973 0.20
H -2.463 -1.055 0.271 0.20
H -1.342 0.611 1.589 0.20
H -0.106 -0.350 0.786 0.20
H -1.000 -0.737 3.676 0.20
H 0.300 -1.615 2.871 0.20
H 0.246 1.399 3.328 0.20
H 1.541 0.508 2.528 0.21
H 1.917 -0.809 4.648 0.22
H 2.151 0.933 4.864 0.23
H -0.293 1.056 5.689 0.09
```

Output
Structure (SMILES)   CCCCCCCCCCCCCCCC=O
LUMO energy   0.8332 eV
Gap between HOMO and LUMO   10.6066 eV


two) Molecular formula: C16H32O
Method: DFT, ωB97M-V with the def2-TZVPD basis set

```
49
Properties=species:S:1:pos:R:3:nbo_charge:R:1
C 7.874 -3.491 -0.425 -0.60
C 7.259 -2.131 -0.729 -0.39
C 5.745 -2.219 -0.911 -0.39
C 5.127 -0.853 -1.197 -0.38
C 3.629 -0.912 -1.497 -0.38
C 2.786 -1.345 -0.300 -0.39
C 1.290 -1.236 -0.588 -0.39
C 0.451 -1.699 0.601 -0.39
C -1.055 -1.666 0.334 -0.38
C -1.618 -0.251 0.220 -0.39
C -3.136 -0.255 0.063 -0.38
C -3.704 1.160 -0.031 -0.40
C -5.223 1.157 -0.174 -0.39
C -5.824 2.558 -0.271 -0.39
C -5.717 3.347 1.035 -0.52
C -4.340 3.863 1.325 0.45
O -3.840 3.942 2.413 -0.52
H 7.455 -3.903 0.491 0.20
H 7.676 -4.190 -1.235 0.20
H 8.952 -3.406 -0.301 0.21
H 7.483 -1.440 0.087 0.19
H 7.709 -1.725 -1.638 0.19
H 5.306 -2.640 -0.005 0.19
H 5.520 -2.898 -1.737 0.19
H 5.296 -0.194 -0.342 0.19
H 5.637 -0.412 -2.058 0.20
H 3.299 0.081 -1.815 0.20
H 3.454 -1.598 -2.330 0.19
H 3.032 -0.718 0.560 0.19
H 3.022 -2.378 -0.037 0.19
H 1.050 -0.199 -0.828 0.19
H 1.045 -1.846 -1.461 0.19
H 0.675 -1.073 1.468 0.19
H 0.738 -2.723 0.852 0.20
H -1.271 -2.217 -0.584 0.19
H -1.566 -2.178 1.153 0.20
H -1.174 0.256 -0.639 0.19
H -1.351 0.316 1.115 0.20
H -3.586 -0.766 0.918 0.19
H -3.407 -0.815 -0.836 0.19
H -3.259 1.669 -0.890 0.19
H -3.421 1.714 0.867 0.20
H -5.491 0.599 -1.075 0.20
H -5.664 0.635 0.678 0.20
H -6.881 2.467 -0.533 0.21
H -5.331 3.114 -1.072 0.20
H -6.351 4.238 0.962 0.24
H -6.071 2.756 1.881 0.22
H -3.806 4.231 0.424 0.10
```

Output
Structure (SMILES)   CCCCCCCCCCCCCCCC=O
LUMO energy   1.0550 eV
Gap between HOMO and LUMO   10.7957 eV


Top of the stability list: two), leading by 0.0025 hartree.


one) Molecular formula: CH5N2S
Method: DFT, ωB97M-V with the def2-TZVPD basis set

```
9
Properties=species:S:1:pos:R:3:nbo_charge:R:1
C 0.522 0.271 0.283 0.34
N 1.611 -0.417 0.079 -0.73
N -0.597 -0.142 -0.151 -0.57
S -2.681 1.055 0.309 0.31
H 0.787 1.100 0.978 0.25
H 2.469 -0.236 0.630 0.43
H 1.823 -1.120 -0.593 0.42
H -0.755 -0.741 -0.920 0.42
H -3.180 0.230 -0.615 0.13
```

Output
LUMO energy (spin up / spin down)   -7.4620 / -7.4620 eV
Gap between HOMO and LUMO (spin up / spin down)   7.5063 / 7.5054 eV
Total charge   +1


two) Molecular formula: CH5N2S
Method: DFT, ωB97M-V with the def2-TZVPD basis set

```
9
Properties=species:S:1:pos:R:3:nbo_charge:R:1
N -0.901 0.917 0.120 -0.71
C -0.741 -0.400 0.183 0.39
N 0.543 -0.913 0.088 -0.71
S 1.909 0.215 0.282 0.24
H -1.914 1.215 0.218 0.46
H -0.065 1.416 -0.114 0.44
H -1.603 -1.104 0.367 0.26
H 0.777 -1.924 -0.093 0.47
H 1.996 0.579 -1.052 0.15
```

Output
Structure (SMILES)   [NH2+]=CNS
LUMO energy   -4.5105 eV
Gap between HOMO and LUMO   10.6409 eV
Total charge   +1


Top of the stability list: two), leading by 0.0852 hartree.